[1]
C34H56MgN2OP3 as an isolated structure in a non-equilibrium geometry, computed with wB97M-V/def2-TZVPD.

The geometry in XYZ format:
```
97
Properties=species:S:1:pos:R:3:forces:R:3:mulliken_charge:R:1
C 1.44277 2.21714 -1.61095 0.5 1.0 -0.9 -0.030
C -0.56097 2.74139 -0.52737 -1.6 -0.8 0.5 0.159
C 1.52829 3.48888 -2.17420 0.7 -1.4 0.0 -0.841
C -0.43866 4.09408 -0.95629 0.8 0.8 -0.7 -1.418
C 0.60892 4.46571 -1.77381 -1.0 0.1 0.8 -1.042
H 2.32518 3.68745 -2.88532 -0.2 0.1 0.0 0.510
H -1.24414 4.77673 -0.69117 0.3 0.0 -0.1 0.515
H 0.69991 5.48734 -2.13678 -0.1 -0.2 0.1 0.423
N 0.53434 1.91353 -0.66648 -0.6 -0.8 0.4 0.913
P 2.78104 -0.06000 -0.76871 0.2 0.2 -0.4 -0.085
P -2.70051 0.82298 0.24172 -0.2 -0.3 1.2 -0.017
C 2.33484 1.08859 -2.13418 -0.3 0.2 0.0 -1.227
H 1.78013 0.51619 -2.89755 0.0 0.3 0.4 0.193
H 3.22297 1.48042 -2.64798 -0.3 -0.1 0.2 0.714
C 0.42708 -2.13190 1.13421 -2.1 -4.2 0.1 -0.094
O 0.10094 -3.20092 1.43324 1.4 3.6 -0.6 -0.307
C -1.84448 2.31828 -0.08171 1.0 1.5 0.9 -0.835
H -2.48411 3.18782 0.12828 0.2 -0.1 -0.3 0.636
C -4.16677 1.01020 -1.03965 0.2 -0.3 0.7 2.174
C -3.40904 0.89895 2.07318 -0.1 0.3 -1.1 2.368
C 3.24287 -1.65219 -1.65598 0.2 0.5 0.4 1.859
C 4.27226 0.85454 -0.03869 -0.2 -0.4 0.0 2.416
C -4.45339 -0.42914 -1.49962 -0.3 0.1 -0.1 -1.546
H -4.74112 -1.07909 -0.66063 0.1 0.2 -0.2 0.302
H -5.27915 -0.42197 -2.22598 0.1 -0.1 0.1 0.494
H -3.57424 -0.87178 -1.98284 -0.2 0.0 0.1 0.227
C -5.42004 1.67386 -0.46248 -0.3 0.0 -0.2 -2.071
H -5.85635 1.14004 0.38862 0.1 0.2 -0.3 0.376
H -5.22110 2.71736 -0.18265 -0.1 -0.3 0.0 0.362
H -6.18489 1.70221 -1.25591 0.1 0.0 0.2 0.532
C -3.74086 1.87483 -2.22896 0.0 -0.1 0.0 -1.841
H -4.55433 1.87646 -2.97164 0.2 0.0 0.1 0.602
H -3.54153 2.91200 -1.93275 0.0 -0.3 -0.1 0.360
H -2.84531 1.48326 -2.71296 -0.2 0.2 0.1 0.120
C -4.40358 -0.26157 2.26083 0.1 0.0 0.1 -1.699
H -3.92761 -1.23043 2.05026 -0.1 0.2 0.0 0.290
H -4.74124 -0.27424 3.30942 0.1 0.0 -0.2 0.511
H -5.29926 -0.17910 1.63192 0.3 0.0 0.2 0.284
C -2.23042 0.69407 3.02905 0.0 0.1 -0.1 -2.044
H -1.69647 -0.24571 2.83373 -0.1 0.0 -0.1 0.086
H -1.51451 1.52399 2.97539 -0.2 -0.1 -0.1 0.254
H -2.60100 0.65050 4.06597 0.1 0.0 -0.2 0.627
C -4.04404 2.25032 2.40320 -0.2 0.0 0.4 -1.868
H -4.93072 2.47553 1.80477 0.3 -0.1 0.2 0.320
H -4.36401 2.23185 3.45690 0.1 0.1 -0.2 0.546
H -3.32018 3.06596 2.28665 -0.1 -0.1 0.0 0.299
C 5.07258 -0.14021 0.81516 0.2 0.2 0.2 -1.859
H 5.84582 0.41865 1.36512 -0.2 -0.2 -0.1 0.543
H 4.43708 -0.64711 1.55599 0.2 0.1 -0.3 0.121
H 5.58645 -0.89639 0.20774 -0.2 0.2 0.2 0.252
C 3.71690 1.97819 0.85790 0.0 0.0 0.1 -1.895
H 3.16770 2.73074 0.27691 0.1 -0.2 0.1 0.291
H 3.04981 1.59878 1.64794 0.2 0.1 -0.2 0.199
H 4.56378 2.48525 1.34702 -0.2 -0.1 -0.1 0.582
C 5.17946 1.50416 -1.09397 0.2 0.0 0.1 -1.878
H 6.05603 1.91580 -0.57111 -0.2 -0.1 -0.1 0.530
H 5.54478 0.79236 -1.84203 -0.1 0.3 0.2 0.266
H 4.68702 2.34114 -1.60446 0.1 -0.2 0.2 0.383
C 2.10977 -2.02304 -2.63143 0.1 0.0 0.0 -1.870
H 2.08791 -1.36399 -3.50990 0.0 -0.2 0.2 0.370
H 2.28426 -3.04724 -2.99428 -0.1 0.2 0.1 0.623
H 1.12047 -1.99369 -2.15256 0.2 0.0 -0.1 0.132
C 3.36654 -2.75805 -0.59331 0.2 -0.1 -0.2 -1.410
H 2.44051 -2.86947 -0.01145 0.3 0.0 -0.2 0.043
H 3.57010 -3.70362 -1.11534 -0.1 0.1 0.2 0.523
H 4.19335 -2.57345 0.10296 -0.2 -0.1 -0.2 0.299
C 4.56010 -1.48575 -2.41713 0.1 -0.5 -0.3 -1.917
H 4.51341 -0.67173 -3.15349 0.0 -0.2 0.2 0.311
H 5.41672 -1.32713 -1.75026 -0.3 0.0 -0.2 0.341
H 4.75047 -2.41923 -2.96738 0.1 0.2 0.0 0.518
Mg 0.44849 0.00349 0.34150 0.1 1.0 0.0 2.803
N -0.77826 -0.47561 -1.21382 -1.1 1.0 -4.0 -0.921
C -1.16946 -0.13566 -2.27679 2.0 -2.5 2.3 0.306
C -1.40018 -0.29667 -3.68506 -0.2 0.7 -1.1 0.447
C -1.50254 -1.61661 -4.15363 0.0 -0.2 0.1 -0.330
C -1.48745 0.77871 -4.60034 -0.1 -0.2 0.1 0.063
C -1.74891 -1.86877 -5.50207 0.0 0.3 0.1 -0.791
H -1.38034 -2.43582 -3.43892 -0.1 0.2 -0.3 0.441
C -1.78909 0.52152 -5.94205 0.1 -0.2 0.3 -0.953
H -1.33488 1.80503 -4.25683 -0.1 -0.4 -0.1 0.567
C -1.94247 -0.79946 -6.38476 0.1 0.0 0.2 -0.425
H -1.79403 -2.90179 -5.85235 -0.1 0.4 0.1 0.413
H -1.90839 1.35286 -6.64460 0.1 -0.3 0.3 0.431
H -2.20764 -1.00099 -7.42538 0.2 0.1 0.3 0.409
C 3.14401 -0.62831 3.83889 0.2 -0.1 -0.2 -1.769
P 1.48536 -0.36822 3.05748 0.4 0.9 1.2 1.422
C 0.53014 -1.36055 4.26671 -0.3 -0.4 0.0 -1.515
C 1.12570 1.34502 3.64630 -0.1 0.5 -0.1 -1.430
H 3.56057 -1.58917 3.49633 0.0 0.3 0.2 0.418
H 3.03388 -0.67236 4.93483 0.0 0.1 -0.4 0.546
H 3.83600 0.18237 3.57440 -0.2 -0.3 0.0 0.407
H 0.07256 -0.70824 5.02262 0.1 -0.3 -0.2 0.391
H -0.24402 -1.93765 3.75244 0.0 0.1 0.4 0.367
H 1.21667 -2.06006 4.76258 -0.3 0.1 -0.1 0.482
H 0.41424 1.30777 4.48506 0.3 0.2 -0.3 0.556
H 2.05499 1.83696 3.97480 -0.4 -0.1 -0.1 0.477
H 0.68495 1.94542 2.83092 0.2 -0.1 0.4 0.184
```
Positions in Å, forces in eV/Å.

Calculated values
Net charge   +1
HOMO level   -8.624 eV



[2]
C34H56N2OP3Ru as an isolated structure in a non-equilibrium geometry, computed with wB97M-V/def2-TZVPD.

The geometry in XYZ format:
```
97
Properties=species:S:1:pos:R:3:forces:R:3:lowdin_spin:R:1
C 2.07933 -1.84617 -0.91484 0.0 -0.3 0.2 0.025
C 2.08401 0.29885 -1.84436 -0.1 0.1 -0.2 0.024
C 3.02684 -2.27615 -1.85039 -0.2 0.1 -0.1 0.152
C 2.80359 -0.18640 -2.96603 0.1 0.3 0.2 0.148
C 3.32962 -1.45888 -2.93735 0.1 -0.6 0.1 0.002
H 3.45040 -3.26702 -1.71702 0.0 0.2 -0.2 0.007
H 3.00824 0.50796 -3.77572 0.1 -0.1 0.1 0.005
H 3.97328 -1.84233 -3.72727 -0.1 0.2 0.1 -0.003
N 1.59054 -0.60285 -0.90595 0.5 -0.1 -0.3 0.106
P -0.06364 -2.43354 0.80803 -0.1 -2.4 -0.5 0.069
P 1.20924 2.26801 -0.09911 0.2 1.1 -0.8 0.110
C 1.61233 -2.82826 0.14038 0.5 0.4 -0.6 0.007
H 1.64257 -3.84182 -0.28239 -0.1 0.3 0.2 0.000
H 2.34840 -2.82172 0.96255 -0.3 0.1 -0.2 0.000
C 1.95564 1.68018 -1.62310 -1.4 -0.5 -0.9 0.424
H 2.27016 2.37663 -2.40942 0.0 -0.4 0.4 0.015
C -0.11984 3.64997 -0.51017 0.2 -0.1 0.0 0.045
C 2.89203 3.11678 0.42239 -0.2 0.0 0.5 0.033
C -1.19205 -3.38119 -0.42848 -0.2 0.0 0.1 0.030
C 0.04036 -3.53416 2.36701 -0.1 0.2 0.2 0.008
C -1.52859 3.13775 -0.20872 0.0 -0.3 0.3 0.010
H -1.61103 2.72766 0.80504 -0.1 0.1 -0.4 0.003
H -2.24463 3.97008 -0.28413 0.2 -0.2 0.0 0.001
H -1.83082 2.36012 -0.90362 0.0 0.1 -0.1 0.002
C 0.08246 4.88420 0.37918 0.0 0.2 0.0 0.004
H 0.05259 4.63001 1.44721 0.0 0.1 -0.3 0.000
H 1.00269 5.43039 0.16420 -0.3 -0.2 0.1 0.000
H -0.75009 5.57758 0.19442 0.2 -0.2 0.0 0.002
C -0.10307 4.01884 -1.99725 0.1 0.3 0.0 0.013
H -0.88630 4.77594 -2.15928 0.2 -0.2 0.0 0.002
H 0.84728 4.44661 -2.33384 -0.1 -0.1 0.1 0.000
H -0.34803 3.15355 -2.62933 0.1 0.1 0.1 0.006
C 2.77069 3.57797 1.87588 0.0 0.2 0.2 0.007
H 2.57096 2.72789 2.54313 0.1 0.2 -0.1 0.001
H 3.72735 4.02823 2.17630 -0.2 -0.1 0.0 0.002
H 1.98898 4.33209 2.02975 0.3 -0.2 -0.1 0.000
C 4.05114 2.10228 0.34079 -0.1 -0.2 0.3 0.010
H 3.86983 1.21484 0.96602 0.2 0.3 -0.3 0.000
H 4.25474 1.79231 -0.68784 0.1 0.0 0.1 0.005
H 4.95942 2.60165 0.73087 -0.5 -0.2 -0.2 0.001
C 3.26260 4.28032 -0.51678 0.1 0.3 0.1 0.004
H 3.11187 4.05337 -1.57814 0.1 0.1 0.2 0.000
H 2.76319 5.22577 -0.27076 0.1 -0.4 -0.2 0.000
H 4.34189 4.47457 -0.38413 -0.4 -0.1 -0.1 0.001
C -1.36626 -3.57493 2.98861 0.0 -0.2 0.3 0.002
H -1.28256 -3.91919 4.03119 -0.1 0.1 -0.3 0.000
H -1.85648 -2.59151 2.99087 0.0 -0.3 0.0 0.001
H -2.02690 -4.28405 2.47100 0.2 0.2 0.1 0.000
C 1.06368 -2.93780 3.34697 -0.1 0.5 0.1 0.001
H 2.08764 -3.01664 2.96085 -0.2 0.0 0.2 0.000
H 0.86696 -1.88906 3.58882 0.2 -0.4 -0.1 0.001
H 1.01419 -3.51820 4.28025 0.1 0.2 -0.2 0.000
C 0.55636 -4.96869 2.13787 -0.3 -0.3 -0.1 0.002
H 0.77535 -5.40027 3.12504 0.0 0.2 -0.2 0.000
H -0.17210 -5.63893 1.67284 0.4 0.3 0.2 0.000
H 1.48426 -4.98658 1.55847 -0.1 -0.1 0.2 0.000
C -0.79864 -2.94684 -1.85094 0.0 0.2 0.0 0.005
H -1.55689 -3.30895 -2.55994 0.2 0.0 0.2 0.000
H -0.74965 -1.84757 -1.94069 0.1 -0.3 0.0 0.004
H 0.16594 -3.37845 -2.15360 -0.2 0.2 0.0 0.001
C -2.66243 -3.03608 -0.15093 -0.2 0.0 0.0 0.001
H -2.86398 -1.97559 -0.28372 -0.1 -0.3 0.1 0.000
H -3.28380 -3.59481 -0.87197 0.1 0.2 0.3 0.000
H -2.97105 -3.32509 0.86539 0.1 0.1 -0.4 0.000
C -1.11254 -4.91867 -0.36875 0.0 -0.1 -0.1 0.007
H -0.08562 -5.30253 -0.43382 -0.3 0.0 0.0 0.000
H -1.62086 -5.31949 0.52151 0.3 0.2 -0.4 0.000
H -1.66719 -5.32135 -1.23243 0.2 0.2 0.2 0.002
Ru 0.26311 -0.01045 0.69905 -0.4 0.5 -1.1 1.464
C 1.67479 -0.00277 1.83670 5.3 0.0 4.8 0.035
O 2.60296 -0.01170 2.57033 -3.4 0.0 -2.8 -0.005
N -2.14481 0.10133 -0.43252 -2.5 0.1 -3.6 0.031
C -2.80011 0.13979 -1.42663 3.2 0.5 3.0 0.066
C -2.94575 0.44939 -2.82073 0.0 -0.2 -0.6 0.034
C -4.20255 0.49007 -3.47034 1.1 -0.4 2.2 0.291
C -1.76073 0.66340 -3.55383 -0.6 -0.6 2.7 0.225
C -4.24013 0.77160 -4.83463 0.0 0.5 -2.6 0.200
H -5.10381 0.27612 -2.89509 0.1 0.1 -0.2 0.010
C -1.82958 0.96565 -4.91076 -0.6 0.3 -2.2 0.255
H -0.78452 0.56594 -3.05495 -0.5 0.1 -0.2 0.008
C -3.07217 1.00335 -5.56081 -0.2 -0.1 -0.1 0.005
H -5.21271 0.79829 -5.34037 0.4 0.0 0.1 0.005
H -0.90639 1.12794 -5.46897 -0.3 0.0 0.1 0.009
H -3.11622 1.17552 -6.63889 0.0 0.1 0.4 -0.003
C -0.75880 -0.23041 4.19592 0.3 -0.2 0.0 0.006
P -1.08044 0.47902 2.52223 -1.4 0.1 2.3 0.031
C -2.86734 0.08765 2.34660 0.0 -0.1 -0.4 -0.001
C -1.05458 2.24853 3.05353 0.4 0.5 -0.1 0.024
H -1.35247 0.31562 4.94047 0.0 0.0 -0.4 0.000
H -1.02787 -1.28831 4.26385 0.1 0.3 -0.1 0.000
H 0.29616 -0.10738 4.46413 -0.2 0.0 0.0 0.001
H -3.43854 1.02179 2.35430 0.0 -0.2 0.0 0.000
H -3.21433 -0.57436 3.14746 0.1 0.3 -0.1 0.000
H -3.02586 -0.40125 1.38188 -0.2 0.0 0.5 0.000
H -0.74616 2.31908 4.10881 -0.1 -0.2 -0.4 0.002
H -0.33113 2.82445 2.46395 -0.2 -0.1 0.2 0.001
H -2.05350 2.70146 2.95869 0.4 -0.2 0.0 0.002
```
Positions in Å, forces in eV/Å.

Calculated values
Energy above the lowest of the compared OMol25 structures with the same formula, charge and spin   0.856 eV
Net charge   +3
Multiplicity   5
HOMO level (spin up / spin down)   -14.156 / -17.159 eV